# 1
A structure of composition C28H25FN5O4SeZn. Source: the OMol25 dataset; level of theory: wB97M-V/def2-TZVPD.

- HOMO level (eV) = -10.93
- spin multiplicity = 1
- net charge = +1
- frontier orbital gap (eV) = 7.41

Structure (XYZ):
```
65
C28H25FN5O4SeZn (wB97M-V/def2-TZVPD)
Zn -0.25 0.21 0.12
C -6.20 1.67 -3.53
C -5.03 2.29 -4.29
C -5.25 3.78 -4.48
C -4.07 4.40 -5.22
C -2.80 4.15 -4.44
C -1.75 5.03 -4.48
C -0.58 4.76 -3.77
F 0.42 5.65 -3.84
C -0.43 3.62 -3.04
C -1.50 2.71 -2.98
C -1.33 1.49 -2.19
O -0.24 1.31 -1.58
C -2.43 0.60 -2.18
C -3.56 0.93 -2.89
N -3.74 2.06 -3.59
C -2.69 2.97 -3.67
C -2.51 -0.72 -1.42
O -3.49 -1.42 -1.61
O -1.55 -0.98 -0.60
H -7.13 2.06 -3.94
H -6.15 1.92 -2.47
H -6.24 0.58 -3.62
H -4.95 1.82 -5.27
H -5.37 4.25 -3.50
H -6.17 3.93 -5.04
H -4.21 5.47 -5.36
H -3.98 3.95 -6.21
H -1.82 5.94 -5.06
H 0.48 3.41 -2.51
H -4.37 0.22 -2.87
C 1.72 -3.25 2.22
C 1.57 -2.10 1.27
O 0.62 -1.32 1.37
N 2.53 -1.94 0.35
C 2.51 -0.88 -0.65
C 2.75 0.49 -0.07
C 4.01 1.06 -0.04
C 4.16 2.33 0.50
C 3.06 2.98 1.02
C 1.83 2.34 0.96
N 1.68 1.12 0.43
H 0.74 -3.58 2.55
H 2.28 -2.91 3.10
H 2.26 -4.09 1.78
H 3.27 -2.63 0.30
H 1.54 -0.90 -1.17
H 3.27 -1.11 -1.40
H 4.85 0.53 -0.45
H 5.14 2.80 0.52
H 3.13 3.97 1.45
H 0.93 2.81 1.34
Se -1.02 0.27 3.30
N -1.25 1.09 1.73
C -2.20 1.99 1.89
C -2.69 2.87 0.87
C -3.66 3.75 1.20
C -4.21 3.83 2.52
C -3.78 3.02 3.52
C -2.75 2.08 3.22
N -2.23 1.24 4.10
H -2.28 2.83 -0.13
H -4.04 4.43 0.44
H -4.99 4.56 2.72
H -4.18 3.07 4.52
```

---

# 2
A structure of composition C28H25N10PdS2. Source: the OMol25 dataset; level of theory: wB97M-V/def2-TZVPD.

- HOMO level (eV) = -3.41
- spin multiplicity = 1
- net charge = -1
- frontier orbital gap (eV) = 5.93

Structure (XYZ):
```
66
C28H25N10PdS2 (wB97M-V/def2-TZVPD)
Pd -1.70 1.21 0.04
N -4.28 -1.75 -0.84
C -4.17 -2.54 -1.99
C -4.12 -3.93 -1.90
C -4.05 -4.70 -3.04
C -3.98 -4.09 -4.29
C -3.99 -2.71 -4.38
C -4.11 -1.93 -3.24
S -4.21 -0.17 -3.31
N -3.59 0.29 -1.80
C -3.74 -0.46 -0.79
C -3.28 0.02 0.56
C -2.91 -0.96 1.56
C -2.93 -0.62 2.88
C -3.29 0.69 3.25
C -3.62 1.58 2.25
N -3.69 1.28 0.93
H -4.28 -2.23 0.04
H -4.16 -4.39 -0.92
H -4.03 -5.78 -2.96
H -3.91 -4.69 -5.19
H -3.92 -2.22 -5.34
H -2.58 -1.95 1.24
H -2.63 -1.34 3.63
H -3.31 1.00 4.28
H -3.88 2.61 2.49
C 0.74 -0.11 1.70
C 0.58 -0.87 0.42
N -0.30 -0.62 -0.52
C -0.10 -1.53 -1.51
C 0.96 -2.33 -1.20
N 1.40 -1.89 0.03
C 2.59 -2.30 0.71
N 3.76 -2.01 -0.09
N 4.67 -2.96 -0.37
N 5.63 -2.45 -1.04
C 5.36 -1.11 -1.23
C 6.09 -0.12 -1.90
C 5.54 1.14 -1.94
C 4.29 1.42 -1.34
C 3.56 0.46 -0.68
C 4.14 -0.81 -0.62
H -0.06 0.63 1.73
H 1.69 0.41 1.75
H 0.64 -0.77 2.56
H -0.70 -1.53 -2.41
H 1.46 -3.12 -1.73
H 2.62 -3.36 0.95
H 2.64 -1.72 1.64
H 7.03 -0.35 -2.37
H 6.06 1.94 -2.45
H 3.87 2.42 -1.42
H 2.59 0.71 -0.28
C 3.20 5.21 2.62
C 1.85 4.66 2.24
C 0.75 4.84 3.08
C -0.45 4.31 2.62
N -0.56 3.66 1.47
C 0.56 3.51 0.73
S 0.42 2.59 -0.72
N 1.76 4.02 1.09
H 3.17 6.30 2.66
H 3.93 4.91 1.87
H 3.51 4.85 3.60
H 0.82 5.36 4.02
H -1.36 4.41 3.20
```

---

# 3
A structure of composition C28H25N7PPtSe2. Source: the OMol25 dataset; level of theory: wB97M-V/def2-TZVPD.

- HOMO level (alpha / beta) (eV) = -16.09 / -16.74
- spin multiplicity = 5
- net charge = +3
- frontier orbital gap (alpha / beta) (eV) = 6.39 / 4.79

Structure (XYZ):
```
64
C28H25N7PPtSe2 (wB97M-V/def2-TZVPD)
Pt -0.77 -0.15 0.18
Se -0.59 0.13 2.62
P 1.63 0.00 2.39
Se 1.66 -0.13 0.12
C 2.36 1.54 3.06
C 1.54 2.40 3.77
C 2.06 3.56 4.32
C 3.41 3.86 4.16
C 4.23 2.99 3.45
C 3.72 1.83 2.89
C 2.33 -1.53 3.11
C 1.50 -2.40 3.81
C 2.03 -3.57 4.34
C 3.38 -3.86 4.16
C 4.20 -2.99 3.46
C 3.68 -1.82 2.92
H 0.49 2.17 3.93
H 1.42 4.22 4.89
H 3.81 4.77 4.57
H 5.28 3.22 3.33
H 4.36 1.17 2.33
H 0.46 -2.16 3.97
H 1.40 -4.24 4.89
H 3.78 -4.78 4.56
H 5.24 -3.22 3.33
H 4.33 -1.16 2.36
N -1.18 2.47 -3.33
C -0.81 3.51 -2.52
C -0.59 2.97 -1.29
N -0.83 1.63 -1.34
C -1.18 1.35 -2.58
C -0.51 -1.14 -2.58
N -0.87 -1.60 -1.28
C -1.11 -2.91 -1.31
C -0.92 -3.39 -2.59
N -0.58 -2.34 -3.38
H -1.44 2.56 -4.30
H -0.74 4.51 -2.87
H -0.31 3.45 -0.37
H -1.41 -3.46 -0.44
H -1.03 -4.39 -2.97
H -0.23 -2.43 -4.32
N -2.92 -0.31 -2.51
C -1.61 -0.02 -3.05
C -1.62 -0.07 -4.55
C -0.50 0.01 -5.32
C 0.83 0.14 -4.89
C 1.33 0.01 -3.57
N 0.78 -0.53 -2.53
C -3.53 -0.14 -1.28
C -4.94 -0.08 -1.32
C -5.69 0.03 -0.17
C -5.01 0.10 1.05
C -3.64 0.05 1.03
N -2.90 -0.07 -0.09
H -3.61 -0.52 -3.22
H -2.58 -0.19 -5.04
H -0.65 0.01 -6.39
H 1.57 0.34 -5.65
H 2.34 0.36 -3.39
H -5.44 -0.10 -2.28
H -6.76 0.07 -0.21
H -5.54 0.18 1.98
H -3.11 0.11 1.97
```

---

# 4
A structure of composition C28H26BrHfI2N5O. Source: the OMol25 dataset; level of theory: wB97M-V/def2-TZVPD.

- HOMO level (eV) = -13.27
- spin multiplicity = 1
- net charge = +2
- frontier orbital gap (eV) = 6.76

Structure (XYZ):
```
64
C28H26BrHfI2N5O (wB97M-V/def2-TZVPD)
Hf 0.19 0.08 -0.42
C -2.46 0.34 3.33
C -1.40 0.06 2.33
N -1.13 0.79 1.31
N -1.87 1.94 1.12
C -1.63 2.41 -0.07
O -0.79 1.80 -0.89
C -2.32 3.60 -0.56
C -2.36 3.87 -1.93
C -3.02 4.99 -2.39
C -3.65 5.85 -1.50
C -3.62 5.58 -0.13
C -2.96 4.46 0.34
C -0.61 -1.19 2.40
C -0.67 -2.04 3.49
C 0.09 -3.20 3.49
C 0.89 -3.48 2.39
C 0.89 -2.59 1.33
N 0.17 -1.46 1.33
H -3.07 1.18 3.00
H -2.02 0.59 4.30
H -3.09 -0.54 3.47
H -1.89 3.18 -2.62
H -3.07 5.19 -3.45
H -4.17 6.72 -1.86
H -4.10 6.25 0.56
H -2.93 4.24 1.40
H -1.31 -1.80 4.33
H 0.05 -3.88 4.33
H 1.49 -4.37 2.34
H 1.49 -2.78 0.45
I 2.11 1.76 -2.42
C 0.71 2.20 -3.98
I -0.66 0.63 -4.35
H 1.30 2.37 -4.87
H 0.18 3.08 -3.66
Br -2.29 -1.16 -0.95
C -1.60 -2.81 -1.64
C -2.46 -3.84 -1.86
C -1.94 -5.05 -2.38
C -0.60 -5.16 -2.65
C 0.28 -4.07 -2.42
C 1.67 -4.18 -2.69
C 2.50 -3.12 -2.47
C 1.98 -1.90 -1.98
C 0.64 -1.73 -1.67
C -0.22 -2.85 -1.91
H -3.52 -3.75 -1.64
H -2.61 -5.88 -2.56
H -0.20 -6.08 -3.05
H 2.06 -5.11 -3.08
H 3.56 -3.20 -2.69
H 2.68 -1.09 -1.84
C 5.05 2.00 1.59
N 3.85 1.35 2.15
C 3.85 0.98 3.58
C 2.89 0.98 1.38
N 2.04 0.65 0.66
H 5.88 1.30 1.58
H 5.29 2.86 2.21
H 4.84 2.34 0.58
H 4.54 0.15 3.75
H 2.85 0.70 3.89
H 4.17 1.84 4.15
```